(1)
A molecular structure, C24H24HfN4O6S3, computed with ωB97M-V with the def2-TZVPD basis set.

Geometry as XYZ:
```
62
Properties=species:S:1:pos:R:3:forces:R:3:nbo_charge:R:1
Hf -0.188407 -0.147231 0.509027 -0.2 0.1 0.1 2.01
O -1.002924 -1.777462 -1.024452 0.1 0.1 0.0 -0.75
C -0.007318 -2.707139 -1.476931 0.0 -0.1 0.0 -0.08
C 0.653704 -3.230430 -0.229419 0.0 0.0 0.0 -0.25
N 1.304588 -2.150746 0.541867 0.1 0.0 0.0 -0.48
C 1.385840 -2.576180 1.950479 0.0 0.0 -0.1 -0.34
C -0.002950 -2.409197 2.573591 0.1 -0.1 0.0 0.79
O -0.430396 -3.167734 3.405235 0.0 0.0 0.0 -0.58
O -0.643301 -1.368122 2.091133 -0.2 -0.1 -0.1 -0.84
C 2.591670 -1.758983 -0.052051 0.0 0.0 0.0 -0.36
C 2.446479 -0.566109 -0.996709 0.1 0.0 0.0 0.81
O 3.373674 -0.207603 -1.681407 0.0 0.0 0.0 -0.61
O 1.262208 -0.003105 -0.982237 0.0 0.0 0.0 -0.89
H -1.217106 -1.133753 -1.728241 0.0 0.0 0.0 0.54
H 0.697889 -2.207222 -2.143578 0.0 0.0 0.0 0.20
H -0.490436 -3.524108 -2.015520 0.0 0.0 0.0 0.20
H 1.376580 -4.015085 -0.476758 0.0 0.0 0.0 0.21
H -0.120735 -3.675951 0.398191 0.0 0.0 0.0 0.23
H 2.076255 -1.922418 2.484238 0.0 0.0 0.0 0.25
H 1.731027 -3.607445 2.048764 0.0 0.0 0.0 0.21
H 3.064998 -2.584574 -0.589894 0.0 0.0 0.0 0.22
H 3.271649 -1.434741 0.733672 0.0 0.0 0.0 0.26
S 1.748385 0.683605 2.031689 -0.1 0.0 -0.1 -0.29
C 1.864797 2.334541 1.461338 0.0 0.0 0.0 -0.15
C 3.099568 2.976126 1.427319 0.0 0.1 0.0 -0.18
C 3.214120 4.299140 1.020045 0.0 -0.1 0.0 -0.08
C 4.505322 4.922815 0.983685 0.0 0.1 0.0 0.26
N 5.540030 5.422008 0.959069 0.0 0.0 0.0 -0.29
C 2.066752 5.006629 0.639064 0.0 -0.1 0.0 -0.17
C 0.831530 4.371502 0.672396 0.0 0.0 0.0 -0.18
C 0.712988 3.044591 1.068824 0.0 0.0 0.1 -0.15
S -0.869656 2.283898 1.061028 0.1 -0.1 -0.1 -0.26
C 2.142595 6.367384 0.193305 0.0 0.0 0.0 0.29
N 2.175900 7.451778 -0.186189 0.0 0.0 0.0 -0.31
H 3.988075 2.432100 1.716539 0.0 0.0 0.0 0.24
H -0.052794 4.920552 0.377485 0.0 0.0 0.0 0.23
C -5.870346 -0.286124 -0.509606 0.0 0.0 0.0 -0.59
C -5.186698 0.070054 0.812117 -0.1 0.0 0.0 -0.51
C -3.736013 -0.029708 0.718889 0.0 0.0 0.1 0.47
N -2.599284 -0.106711 0.642103 0.1 0.0 0.0 -0.41
H -6.948170 -0.187457 -0.398528 0.0 0.0 0.0 0.23
H -5.646014 -1.311056 -0.799886 0.0 0.0 0.0 0.22
H -5.543381 0.378797 -1.307383 0.0 0.0 0.0 0.22
H -5.507933 -0.591510 1.617818 0.0 0.0 0.0 0.26
H -5.421602 1.090726 1.118016 0.0 0.0 0.0 0.26
C -1.739922 2.859464 -2.893835 0.0 0.0 0.1 -0.81
S -0.441260 1.868097 -2.170562 0.1 0.0 -0.1 1.33
O -1.211125 0.677350 -1.587844 0.0 0.0 0.2 -1.03
C 0.329301 1.243601 -3.645432 -0.1 0.0 0.0 -0.19
C -0.388081 0.483569 -4.562872 0.0 0.0 0.0 -0.25
C 0.264839 -0.022546 -5.672011 0.0 0.0 0.0 -0.20
C 1.622090 0.232417 -5.853015 0.0 0.0 0.0 -0.19
C 2.328679 0.979019 -4.925338 0.0 0.0 0.0 -0.19
C 1.682414 1.485801 -3.805086 0.0 0.0 0.0 -0.19
H -2.373672 2.242122 -3.527339 0.0 0.0 0.0 0.23
H -1.278271 3.660543 -3.469706 0.0 0.0 0.0 0.25
H -2.303825 3.270123 -2.057959 0.0 0.0 0.0 0.25
H -1.441177 0.283853 -4.402310 0.0 0.0 0.0 0.22
H -0.277721 -0.614488 -6.397306 0.0 0.0 0.0 0.22
H 2.130527 -0.168138 -6.720255 0.0 0.0 0.0 0.22
H 3.388816 1.148297 -5.052606 0.0 0.0 0.0 0.23
H 2.231253 2.023578 -3.043304 0.0 0.0 0.0 0.25
```
Forces are in eV/Å.

charge = 0
frontier orbital gap = 7.53 eV
electronic energy = -77341.12169 eV

=====

(2)
A gas-phase ion, C4H8N5O4 (charge +1) in a non-equilibrium geometry, computed with ωB97M-V with the def2-TZVPD basis set.

Geometry as XYZ:
```
21
Properties=species:S:1:pos:R:3:forces:R:3:nbo_charge:R:1
C 2.587377 0.227390 0.207859 -2.8 -0.3 -0.4 0.60
C 1.252590 -1.842752 0.413427 0.1 1.7 2.7 0.17
C 0.112294 0.342598 0.191296 0.7 -1.5 2.5 0.43
C -2.059484 0.603553 -0.509560 -0.8 0.5 -4.6 -0.28
N 1.384189 -3.165562 -0.265321 3.6 -1.8 3.1 0.17
N 2.619312 -1.076828 0.453333 0.7 -0.9 0.1 -0.56
N 0.282865 -1.080959 -0.172821 -1.0 1.7 1.2 -0.67
N 1.465433 0.987772 0.105895 1.3 -4.4 1.2 -0.52
N 3.836436 0.945214 -0.085679 0.7 1.6 1.0 0.49
O 4.830884 0.332199 0.104304 1.4 -1.6 0.0 -0.28
O 0.850681 -3.367127 -1.259385 -2.0 0.7 -2.6 -0.16
O 3.782407 2.120323 -0.346828 -1.0 0.1 -0.5 -0.30
O -0.657422 0.988525 -0.672915 -1.3 1.0 -0.7 -0.52
H 1.141586 -2.044728 1.553122 -0.4 -0.1 -2.0 0.22
H -0.303903 0.374597 1.285090 1.0 0.1 -1.7 0.19
H -1.996014 -0.415108 -0.260122 -0.8 -1.2 0.9 0.20
H -2.565051 0.609130 -1.633204 1.5 0.1 2.9 0.23
H -2.672705 1.271047 0.078243 0.4 0.1 0.6 0.22
H 3.472403 -1.662933 0.817879 -1.7 2.1 -1.3 0.50
H 0.235066 -1.189461 -1.146015 -0.1 -0.3 -1.8 0.40
H 1.527971 1.872091 -0.283106 0.4 2.3 -0.9 0.46
```
Forces are in eV/Å.

charge = +1
SMILES = CO[C@H]1N[C@@H](N=O)NC([N+](=O)[O-])=[NH+]1
frontier orbital gap = 7.80 eV
electronic energy = -19903.87433 eV